57
Properties=species:S:1:pos:R:3:forces:R:3:mulliken_charge:R:1 method="wB97M-V/def2-TZVPD" homo_energy_ev=-7.69 lumo_energy_ev=-0.528 de_lowest_kcal_mol=834.3 gap_ev=7.16 e_tot_ev=-36454.46248
O -1.286150 -17.918950 -8.453880 -4.83 -5.66 -14.25 -0.80
H -0.909990 -18.721250 -8.823230 -0.76 -0.63 0.20 0.39
H -0.649330 -17.204710 -8.530920 -1.42 -2.37 -3.77 1.09
H -1.588510 -18.030280 -7.549570 -0.69 -1.03 -1.41 0.51
C -1.669930 -17.676460 -4.541230 -0.97 0.48 -3.40 -1.12
C -1.358250 -17.560480 -6.036610 0.76 0.31 2.71 1.76
C 0.078370 -17.980570 -6.301010 -2.66 0.88 3.33 -1.61
O -2.225500 -18.305980 -6.819400 1.61 2.12 5.14 -0.79
H -2.730350 -17.478020 -4.385570 0.81 -0.83 0.39 0.41
H -1.027730 -16.984890 -3.995880 -0.03 0.65 -1.46 0.04
H -1.495360 -18.725590 -4.302610 -0.89 2.81 -1.33 -2.46
H -1.455600 -16.503920 -6.286240 0.74 -1.47 0.85 -0.86
H 0.250470 -18.966700 -5.869690 -1.90 1.38 0.50 0.96
H 0.805360 -17.297150 -5.862230 -1.32 -1.98 0.99 -2.19
H 0.294680 -18.030930 -7.368140 -0.39 0.56 2.53 3.12
O -0.396500 -20.052810 -3.859240 -0.06 -3.75 0.55 -0.46
H -1.305840 -19.862710 -3.628580 -0.42 -0.82 0.66 0.93
H -0.136480 -20.749150 -3.256150 0.22 -0.67 0.34 0.32
O 1.542550 -20.017970 -5.059310 1.91 -4.22 5.64 -0.73
H 2.169320 -19.769860 -4.379730 0.52 -0.25 0.60 0.31
H 0.686630 -19.930750 -4.639770 -0.61 -0.16 -0.15 0.40
O 0.163160 -15.271350 -6.304370 -2.28 4.99 3.07 -0.61
H -0.737100 -14.988580 -6.465020 -0.87 1.60 0.51 0.74
H 0.177630 -15.511260 -5.377840 0.07 0.64 0.97 0.54
O -4.053900 -18.189230 -5.847280 -5.78 1.92 4.70 -0.85
H -3.193450 -18.182970 -6.266570 -0.92 -0.05 -0.62 0.99
H -4.166810 -17.297650 -5.517810 -1.15 -1.38 -0.65 0.65
O -2.129100 -20.189970 -5.805770 1.94 -4.54 3.69 -0.69
H -1.820780 -19.350460 -6.146930 0.21 -0.41 -0.26 0.74
H -2.098260 -20.088340 -4.854470 -1.00 -0.84 -0.96 0.44
O -1.008190 -18.391320 -2.592700 0.38 1.31 5.66 -0.80
H -0.369680 -18.837850 -3.148710 0.96 0.98 1.01 0.72
H -0.975450 -17.477530 -2.875820 -0.05 -0.63 1.88 0.44
O -3.891740 -19.928330 -7.275390 -1.45 -2.17 -3.15 -0.95
H -2.970960 -19.873850 -7.019610 -1.66 -1.01 -0.70 0.18
H -4.354010 -19.404730 -6.620890 -0.33 -0.28 -0.21 0.37
O -3.007490 -15.280590 -6.399470 3.70 3.71 -5.04 -0.99
H -2.361710 -15.984310 -6.462650 -2.02 0.60 -0.57 0.23
H -3.646510 -15.597850 -5.761330 0.85 -0.22 -2.20 0.54
O -4.087620 -16.021090 -4.807460 -4.57 0.04 7.18 -0.71
H -3.413970 -16.199710 -4.151310 0.14 0.09 0.44 0.35
H -4.316760 -15.101650 -4.672020 -0.88 0.65 0.88 0.48
O 2.570380 -16.483970 -4.403170 0.66 0.01 3.05 -0.72
H 1.727710 -16.926970 -4.303680 0.03 -0.23 0.10 0.36
H 2.771340 -16.557220 -5.336170 -0.11 0.17 -0.29 0.44
O -0.186400 -16.524290 -8.014780 8.74 13.64 -0.18 -0.34
H -0.524610 -16.226950 -7.170130 0.01 -0.78 -0.64 -1.09
H -0.152120 -15.732600 -8.551710 0.39 0.91 -0.37 0.33
O 1.771510 -19.031340 -6.807640 8.59 2.24 -5.32 -0.93
H 1.852480 -19.328520 -5.901350 0.86 0.16 0.00 0.57
H 2.548000 -18.490890 -6.953260 0.38 -0.16 -0.34 0.32
O 1.937850 -16.394130 -6.567520 5.11 0.19 -3.47 -0.91
H 2.077580 -16.910220 -7.361470 0.07 0.23 -0.22 0.27
H 1.001300 -16.196430 -6.571510 1.42 0.37 -1.20 0.43
O 0.141080 -19.510770 -8.016480 -0.94 -4.90 -4.20 -0.76
H 0.948160 -19.706190 -8.492590 0.10 -0.64 0.18 0.37
H 0.419390 -19.401170 -7.107220 -0.23 -1.57 -1.40 0.64